Formula: C23H32N2O3
Source: the OMol25 dataset
Level of theory: ωB97M-V with the def2-TZVPD basis set

- Multiplicity: 1
- Orbital gap: 8.85 eV
- Energy relative to the best compared isomer or geometry (same formula, charge and spin): 63.4 kcal per mole
- HOMO level: -8.03 eV
- Electronic energy: -33492.881 eV
- SMILES string: COc1ccc(CN2CCN(CCCc3ccccc3)[C@@H](CCO)C2)c(O)c1

Bonds (Å) are listed after each position.
Element x y z (Å)
1 C 0.4604 5.4863 -5.2995  O2 1.406, H29 1.089, H30 1.095, H31 1.095
2 O 1.4274 5.7259 -4.3070  C1 1.406, C3 1.363
3 C 1.6978 4.7341 -3.4126  O2 1.363, C4 1.395, C28 1.387
4 C 2.6704 5.0233 -2.4554  C3 1.395, C5 1.379, H32 1.078
5 C 3.0141 4.0768 -1.5136  C4 1.379, C6 1.387, H33 1.081
6 C 2.4114 2.8280 -1.4886  C5 1.387, C7 1.510, C26 1.398
7 C 2.8386 1.7630 -0.5078  C6 1.510, N8 1.460, H34 1.102, H35 1.097
8 N 1.6869 1.0428 0.0264  C7 1.460, C9 1.452, C25 1.451
9 C 0.9504 1.8309 0.9981  N8 1.452, C10 1.527, H36 1.093, H37 1.103
10 C -0.3242 1.1011 1.4146  C9 1.527, N11 1.451, H38 1.093, H39 1.103
11 N -0.0007 -0.2211 1.9169  C10 1.451, C12 1.452, C21 1.457
12 C -1.1228 -0.8810 2.5602  N11 1.452, C13 1.536, H40 1.102, H41 1.093
13 C -0.6801 -2.0070 3.5067  C12 1.536, C14 1.535, H42 1.091, H43 1.091
14 C -0.8188 -3.4246 2.9339  C13 1.535, C15 1.504, H44 1.094, H45 1.091
15 C -2.2144 -3.7299 2.4646  C14 1.504, C16 1.390, C20 1.389
16 C -3.2904 -3.6715 3.3432  C15 1.390, C17 1.383, H46 1.080
17 C -4.5748 -3.9411 2.9083  C16 1.383, C18 1.385, H47 1.080
18 C -4.8059 -4.2784 1.5852  C17 1.385, C19 1.383, H48 1.080
19 C -3.7418 -4.3528 0.7041  C18 1.383, C20 1.384, H49 1.080
20 C -2.4572 -4.0819 1.1429  C15 1.389, C19 1.384, H50 1.082
21 C 0.7336 -1.0097 0.9367  N11 1.457, C22 1.544, C25 1.532, H51 1.094
22 C -0.0736 -1.3766 -0.3269  C21 1.544, C23 1.531, H52 1.091, H53 1.091
23 C 0.6761 -2.2890 -1.3014  C22 1.531, O24 1.407, H54 1.101, H55 1.094
24 O 1.6792 -1.6417 -2.0455  C23 1.407, H56 0.967
25 C 2.0198 -0.2466 0.6023  N8 1.451, C21 1.532, H57 1.091, H58 1.103
26 C 1.4243 2.5493 -2.4388  C6 1.398, O27 1.357, C28 1.391
27 O 0.7799 1.3556 -2.4498  C26 1.357, H59 0.991
28 C 1.0733 3.4956 -3.3955  C3 1.387, C26 1.391, H60 1.078
29 H 0.4175 6.3965 -5.8959  C1 1.089
30 H 0.7431 4.6458 -5.9415  C1 1.095
31 H -0.5249 5.2935 -4.8627  C1 1.095
32 H 3.1422 5.9920 -2.4738  C4 1.078
33 H 3.7750 4.3077 -0.7820  C5 1.081
34 H 3.4477 2.2123 0.2928  C7 1.102
35 H 3.4662 1.0327 -1.0330  C7 1.097
36 H 0.6947 2.7944 0.5494  C9 1.093
37 H 1.5667 2.0141 1.8947  C9 1.103
38 H -0.7995 1.6666 2.2204  C10 1.093
39 H -1.0283 1.0739 0.5664  C10 1.103
40 H -1.8665 -1.2662 1.8443  C12 1.102
41 H -1.6242 -0.1120 3.1537  C12 1.093
42 H 0.3582 -1.8294 3.7903  C13 1.091
43 H -1.2810 -1.9472 4.4151  C13 1.091
44 H -0.5441 -4.1339 3.7206  C14 1.094
45 H -0.1258 -3.5694 2.1041  C14 1.091
46 H -3.1202 -3.4174 4.3794  C16 1.080
47 H -5.3996 -3.8903 3.6044  C17 1.080
48 H -5.8092 -4.4874 1.2447  C18 1.080
49 H -3.9107 -4.6230 -0.3283  C19 1.080
50 H -1.6304 -4.1531 0.4490  C20 1.082
51 H 1.0330 -1.9392 1.4304  C21 1.094
52 H -0.3750 -0.4733 -0.8585  C22 1.091
53 H -0.9807 -1.8960 -0.0133  C22 1.091
54 H -0.0531 -2.7511 -1.9841  C23 1.101
55 H 1.1866 -3.0898 -0.7582  C23 1.094
56 H 1.2797 -0.9218 -2.5522  O24 0.967
57 H 2.6054 -0.8174 -0.1193  C25 1.091
58 H 2.6077 -0.1299 1.5278  C25 1.103
59 H 1.0007 0.9344 -1.5805  O27 0.991
60 H 0.3097 3.2241 -4.1059  C28 1.078

Löwdin population analysis, charges in e, atoms 1 to 8: atom 1 (C): -0.09, atom 2 (O): -0.08, atom 3 (C): -0.28, atom 4 (C): -0.02, atom 5 (C): -0.04, atom 6 (C): -0.16, atom 7 (C): -0.12, atom 8 (N): -0.19


Formula: C23H32N2O6S
Source: the OMol25 dataset
Level of theory: ωB97M-V with the def2-TZVPD basis set

- Multiplicity: 1
- Orbital gap: 8.33 eV
- Energy relative to the best compared isomer or geometry (same formula, charge and spin): 44.2 kcal per mole
- HOMO level: -9.25 eV
- Electronic energy: -50470.636 eV
- SMILES string: O=C(COC(=O)/C=C/c1ccc(S(=O)(=O)N2CCOCC2)cc1)NC1CCCCCCC1

Bonds (Å) are listed after each position.
Element x y z (Å)
1 O -5.9386 -1.9944 -1.0199  C2 1.211
2 C -4.8257 -1.9192 -0.5495  O1 1.211, C3 1.537, N24 1.341
3 C -3.9738 -3.1771 -0.3162  C2 1.537, O4 1.420, H33 1.096, H34 1.093
4 O -2.6126 -2.8516 -0.0763  C3 1.420, C5 1.348
5 C -2.0811 -3.1713 1.1210  O4 1.348, O6 1.205, C7 1.473
6 O -2.6593 -3.8115 1.9624  C5 1.205
7 C -0.7276 -2.6157 1.2932  C5 1.473, C8 1.339, H35 1.079
8 C -0.1703 -1.7624 0.4254  C7 1.339, C9 1.451, H36 1.083
9 C 1.1219 -1.1123 0.5454  C8 1.451, C10 1.400, C23 1.399
10 C 1.4589 -0.1248 -0.3879  C9 1.400, C11 1.382, H37 1.080
11 C 2.6709 0.5342 -0.3134  C10 1.382, C12 1.382, H38 1.079
12 C 3.5609 0.2045 0.6916  C11 1.382, S13 1.798, C22 1.383
13 S 5.1531 1.0366 0.7700  C12 1.798, O14 1.432, O15 1.431, N16 1.657
14 O 5.0152 2.3009 0.1128  S13 1.432
15 O 5.6096 0.9806 2.1254  S13 1.431
16 N 6.2200 0.1442 -0.1307  S13 1.657, C17 1.444, C21 1.443
17 C 6.7035 -1.1097 0.3964  N16 1.444, C18 1.533, H39 1.096, H40 1.089
18 C 5.9281 -2.2903 -0.1994  C17 1.533, O19 1.411, H41 1.102, H42 1.091
19 O 5.9388 -2.2434 -1.6098  C18 1.411, C20 1.411
20 C 5.3634 -1.0496 -2.0943  O19 1.411, C21 1.533, H43 1.102, H44 1.091
21 C 6.1183 0.1773 -1.5702  N16 1.443, C20 1.533, H45 1.096, H46 1.089
22 C 3.2485 -0.7611 1.6313  C12 1.383, C23 1.382, H47 1.079
23 C 2.0351 -1.4179 1.5602  C9 1.399, C22 1.382, H48 1.078
24 N -4.2241 -0.7821 -0.1717  C2 1.341, C25 1.449, H49 1.008
25 C -4.7762 0.5460 -0.3485  N24 1.449, C26 1.535, C32 1.537, H50 1.096
26 C -4.0630 1.2594 -1.5055  C25 1.535, C27 1.529, H51 1.088, H52 1.093
27 C -2.5408 1.3684 -1.4190  C26 1.529, C28 1.531, H53 1.094, H54 1.093
28 C -1.9798 2.1645 -0.2380  C27 1.531, C29 1.535, H55 1.090, H56 1.094
29 C -2.6520 3.5276 -0.0247  C28 1.535, C30 1.530, H57 1.093, H58 1.091
30 C -3.6538 3.5793 1.1311  C29 1.530, C31 1.531, H59 1.093, H60 1.093
31 C -4.9501 2.7798 0.9744  C30 1.531, C32 1.533, H61 1.092, H62 1.090
32 C -4.7698 1.2575 1.0142  C25 1.537, C31 1.533, H63 1.091, H64 1.092
33 H -4.3803 -3.7311 0.5381  C3 1.096
34 H -4.0309 -3.8073 -1.2073  C3 1.093
35 H -0.2480 -2.9198 2.2107  C7 1.079
36 H -0.7295 -1.5026 -0.4647  C8 1.083
37 H 0.7580 0.1283 -1.1699  C10 1.080
38 H 2.9366 1.3127 -1.0111  C11 1.079
39 H 7.7632 -1.2036 0.1339  C17 1.096
40 H 6.6042 -1.0674 1.4802  C17 1.089
41 H 4.8881 -2.2813 0.1635  C18 1.102
42 H 6.3975 -3.2368 0.0728  C18 1.091
43 H 4.3051 -0.9993 -1.7926  C20 1.102
44 H 5.4266 -1.1061 -3.1821  C20 1.091
45 H 7.1331 0.1811 -1.9836  C21 1.096
46 H 5.6168 1.1056 -1.8402  C21 1.089
47 H 3.9576 -0.9705 2.4169  C22 1.079
48 H 1.7960 -2.1731 2.2915  C23 1.078
49 H -3.2804 -0.8318 0.1801  N24 1.008
50 H -5.8166 0.3972 -0.6595  C25 1.096
51 H -4.4953 2.2512 -1.6231  C26 1.088
52 H -4.2994 0.6993 -2.4143  C26 1.093
53 H -2.2056 1.8491 -2.3425  C27 1.094
54 H -2.1068 0.3649 -1.4087  C27 1.093
55 H -2.0397 1.5800 0.6800  C28 1.090
56 H -0.9149 2.3207 -0.4319  C28 1.094
57 H -1.8771 4.2644 0.1997  C29 1.093
58 H -3.1355 3.8512 -0.9474  C29 1.091
59 H -3.9308 4.6269 1.2767  C30 1.093
60 H -3.1503 3.2514 2.0444  C30 1.093
61 H -5.5969 3.0666 1.8067  C31 1.092
62 H -5.4667 3.0761 0.0614  C31 1.090
63 H -3.8455 1.0215 1.5436  C32 1.091
64 H -5.5802 0.8165 1.5986  C32 1.092

Löwdin population analysis, charges in e, atoms 1 to 8: atom 1 (O): 0.07, atom 2 (C): -0.46, atom 3 (C): -0.05, atom 4 (O): -0.03, atom 5 (C): -0.48, atom 6 (O): 0.12, atom 7 (C): 0.04, atom 8 (C): -0.01


Formula: C23H32N4O
Source: the OMol25 dataset
Level of theory: ωB97M-V with the def2-TZVPD basis set

- Multiplicity: 1
- Orbital gap: 8.47 eV
- Energy relative to the best compared isomer or geometry (same formula, charge and spin): 32.2 kcal per mole
- HOMO level: -7.94 eV
- Electronic energy: -32378.925 eV
- SMILES string: O=C(Nc1ccnn1C1CCN(CCCC2CCCC2)CC1)c1ccccc1

Bonds (Å) are listed after each position.
Element x y z (Å)
1 O -0.8135 -1.1912 1.4506  C2 1.212
2 C -0.8284 -1.7776 0.3899  O1 1.212, N3 1.367, C23 1.491
3 N -1.9753 -2.0668 -0.2962  C2 1.367, C4 1.404, H29 1.011
4 C -3.2715 -1.8974 0.2172  N3 1.404, C5 1.382, N8 1.355
5 C -4.1262 -2.8742 0.6923  C4 1.382, C6 1.396, H30 1.071
6 C -5.2940 -2.1829 1.0216  C5 1.396, N7 1.318, H31 1.072
7 N -5.1645 -0.8977 0.7616  C6 1.318, N8 1.329
8 N -3.9423 -0.7209 0.2698  C4 1.355, N7 1.329, C9 1.448
9 C -3.5558 0.6292 -0.0818  N8 1.448, C10 1.525, C22 1.529, H32 1.097
10 C -2.7602 0.7082 -1.3810  C9 1.525, C11 1.538, H33 1.088, H34 1.092
11 C -2.4846 2.1887 -1.6958  C10 1.538, N12 1.441, H35 1.092, H36 1.098
12 N -1.8140 2.9086 -0.6429  C11 1.441, C13 1.444, C21 1.445
13 C -0.3718 2.9666 -0.6665  N12 1.444, C14 1.536, H37 1.095, H38 1.096
14 C 0.4207 1.7000 -0.3081  C13 1.536, C15 1.527, H39 1.092, H40 1.089
15 C 1.9238 1.9646 -0.3481  C14 1.527, C16 1.528, H41 1.093, H42 1.094
16 C 2.7332 0.7484 0.0987  C15 1.528, C17 1.535, C20 1.546, H43 1.094
17 C 2.5282 0.4056 1.5808  C16 1.535, C18 1.524, H44 1.088, H45 1.092
18 C 3.8401 -0.2516 1.9922  C17 1.524, C19 1.526, H46 1.089, H47 1.091
19 C 4.8835 0.6209 1.3005  C18 1.526, C20 1.534, H48 1.091, H49 1.089
20 C 4.2571 0.9531 -0.0599  C16 1.546, C19 1.534, H50 1.090, H51 1.090
21 C -2.4658 2.7566 0.6373  N12 1.445, C22 1.537, H52 1.091, H53 1.099
22 C -2.7744 1.3074 1.0443  C9 1.529, C21 1.537, H54 1.089, H55 1.091
23 C 0.4114 -2.2315 -0.3036  C2 1.491, C24 1.391, C28 1.392
24 C 1.4419 -2.7636 0.4644  C23 1.391, C25 1.383, H56 1.080
25 C 2.6159 -3.1765 -0.1381  C24 1.383, C26 1.385, H57 1.080
26 C 2.7783 -3.0388 -1.5069  C25 1.385, C27 1.385, H58 1.080
27 C 1.7609 -2.4958 -2.2744  C26 1.385, C28 1.384, H59 1.080
28 C 0.5761 -2.1004 -1.6792  C23 1.392, C27 1.384, H60 1.082
29 H -1.8971 -2.7042 -1.0764  N3 1.011
30 H -3.9232 -3.9214 0.7857  C5 1.071
31 H -6.2084 -2.5659 1.4281  C6 1.072
32 H -4.5097 1.1563 -0.2107  C9 1.097
33 H -1.8157 0.1792 -1.2683  C10 1.088
34 H -3.3222 0.2555 -2.2010  C10 1.092
35 H -1.8915 2.2704 -2.6089  C11 1.092
36 H -3.4484 2.6850 -1.8716  C11 1.098
37 H -0.0788 3.7619 0.0275  C13 1.095
38 H -0.0821 3.2903 -1.6722  C13 1.096
39 H 0.1901 0.9006 -1.0150  C14 1.092
40 H 0.1427 1.3628 0.6894  C14 1.089
41 H 2.1615 2.8124 0.2995  C15 1.093
42 H 2.2117 2.2359 -1.3678  C15 1.094
43 H 2.4248 -0.1089 -0.5073  C16 1.094
44 H 1.6655 -0.2373 1.7423  C17 1.088
45 H 2.3862 1.3236 2.1545  C17 1.092
46 H 3.9730 -0.2890 3.0727  C18 1.089
47 H 3.8845 -1.2687 1.5999  C18 1.091
48 H 5.0328 1.5348 1.8776  C19 1.091
49 H 5.8476 0.1233 1.2005  C19 1.089
50 H 4.6467 0.2895 -0.8324  C20 1.090
51 H 4.4870 1.9761 -0.3576  C20 1.090
52 H -1.8485 3.2322 1.4006  C21 1.091
53 H -3.4174 3.3027 0.5812  C21 1.099
54 H -1.8611 0.7493 1.2456  C22 1.089
55 H -3.3758 1.3084 1.9547  C22 1.091
56 H 1.3054 -2.8516 1.5317  C24 1.080
57 H 3.4075 -3.6029 0.4598  C25 1.080
58 H 3.6996 -3.3499 -1.9764  C26 1.080
59 H 1.8910 -2.3778 -3.3400  C27 1.080
60 H -0.2066 -1.6638 -2.2846  C28 1.082

Löwdin population analysis, charges in e, atoms 1 to 8: atom 1 (O): 0.09, atom 2 (C): -0.43, atom 3 (N): 0.15, atom 4 (C): -0.24, atom 5 (C): -0.01, atom 6 (C): -0.15, atom 7 (N): 0.08, atom 8 (N): -0.05


The following LUMO values (in eV) correspond, in order, to the records above: 0.828 -0.915 0.528.